(1)
Below is a molecular structure, C29H22BCl5IN8O2Ti, with properties calculated with ωB97M-V/def2-TZVPD.

Geometry (Å):
Ti (0.3753, 0.2506, 0.5366)
C (-1.4059, 2.3456, 3.9516)
C (-0.8857, 2.3220, 2.6550)
N (-0.5616, 1.0798, 2.3256)
N (-0.8592, 0.2831, 3.3670)
C (-1.3698, 1.0283, 4.3621)
B (-1.0889, -1.2225, 3.1189)
N (0.1604, -1.9598, 2.5803)
C (0.7335, -3.0562, 3.0972)
C (1.5535, -3.6207, 2.1390)
C (1.4235, -2.7818, 1.0342)
N (0.5809, -1.7881, 1.3077)
N (-2.1450, -1.3171, 2.0088)
C (-3.3843, -1.8275, 2.0867)
C (-4.0013, -1.6476, 0.8699)
C (-3.0381, -1.0027, 0.0885)
N (-1.9168, -0.8013, 0.7801)
H (-1.7529, 3.1960, 4.5114)
H (-0.7145, 3.1249, 1.9563)
H (-1.6915, 0.5644, 5.2792)
H (-1.4653, -1.7453, 4.1257)
H (0.4959, -3.3699, 4.0997)
H (2.1589, -4.5050, 2.2285)
H (1.9118, -2.8321, 0.0744)
H (-3.7313, -2.2741, 3.0036)
H (-4.9968, -1.9361, 0.5826)
H (-3.1273, -0.6867, -0.9362)
C (-2.9492, 3.2323, -1.0568)
C (-2.6061, 2.0297, -1.8795)
N (-3.3674, 1.7127, -2.9135)
C (-3.0863, 0.6245, -3.6351)
C (-2.0170, -0.2109, -3.3765)
C (-1.7063, -1.3836, -4.2545)
O (-1.2102, -2.4384, -3.4375)
C (-1.2062, 0.1081, -2.2907)
C (-0.1178, -0.6633, -1.6755)
N (1.0464, -0.1284, -1.4739)
C (1.4654, 0.8622, -2.4031)
C (1.4726, 0.4655, -3.7473)
C (1.8939, 1.3116, -4.7521)
C (2.3307, 2.5881, -4.4295)
C (2.3550, 2.9856, -3.1063)
C (1.9413, 2.1331, -2.0876)
I (2.0937, 2.8663, -0.1370)
C (-1.4966, 1.2389, -1.5025)
O (-0.7956, 1.5420, -0.4250)
H (-3.8316, 3.7163, -1.4668)
H (-2.1150, 3.9372, -1.0408)
H (-3.1339, 2.9375, -0.0213)
H (-3.7564, 0.4168, -4.4634)
H (-0.9502, -1.0966, -4.9965)
H (-2.6078, -1.6843, -4.7954)
H (-0.9825, -3.1894, -3.9932)
H (-0.3492, -1.5859, -1.1472)
H (1.1602, -0.5461, -3.9767)
H (1.8877, 0.9740, -5.7800)
H (2.6655, 3.2702, -5.1993)
H (2.7046, 3.9774, -2.8519)
Cl (2.0430, 1.8285, 3.4922)
C (2.9068, 0.4785, 2.8185)
C (2.6423, 0.0713, 1.5042)
C (3.6432, -0.7696, 0.9949)
Cl (3.7004, -1.1500, -0.7070)
C (4.6569, -1.3434, 1.7641)
Cl (5.7709, -2.4637, 1.0796)
C (4.7514, -1.0306, 3.1133)
Cl (5.9330, -1.7865, 4.1079)
C (3.8973, -0.0712, 3.6360)
Cl (4.0653, 0.4132, 5.2780)

For the lowest unoccupied orbital energy (alpha / beta), the calculation gives -0.599 / -1.010 eV. Its spin multiplicity is 2. As for the HOMO energy (alpha / beta): -0.3035 / -0.3042 hartree. As for the relative energy (zero: lowest compared OMol25 entry of this formula, charge and spin): 207.7 kJ/mol. As for the expectation value of S²: 0.755.

=====

(2)
Below is 2 unconnected molecules or ions with the total composition C2H3BrClFIN, with properties calculated with ωB97M-V/def2-TZVPD.

Geometry (Å):
F (2.0184, -0.7652, 3.0303)
C (0.9052, -0.8452, 2.2966)
Br (-0.2713, -2.2531, 2.7197)
N (0.6236, -0.1543, 1.2667)
C (1.3564, 0.8406, 0.5802)
Cl (2.8521, 1.4204, 1.4634)
H (1.6123, 0.4959, -0.4315)
H (0.8699, 1.7318, 0.3254)
I (-1.8638, -1.2026, -1.5728)
H (-1.8350, -2.3713, -0.5398)

For the lowest unoccupied orbital energy, the calculation gives 0.379 eV. Its spin multiplicity is 1. As for the HOMO energy: -0.3692 hartree. As for the SMILES: F/C(Br)=N\CCl.I. As for the relative energy (zero: lowest compared OMol25 entry of this formula, charge and spin): 34.1 kJ/mol.

=====

(3)
Below is a molecular structure, C6H11B6F24N2Zn2, with properties calculated with ωB97M-V/def2-TZVPD.

Geometry (Å):
Zn (-2.8835, 1.5940, -0.0364)
Zn (-0.2149, -1.3382, -3.4597)
C (1.0864, -3.1909, 0.6692)
C (2.5053, -2.5968, 0.7517)
N (2.5815, -1.4749, 1.6396)
C (2.1607, -0.1452, 1.3229)
C (2.2584, 0.6101, 2.5088)
N (2.7107, -0.2357, 3.5069)
C (2.8793, -1.5101, 3.0256)
C (2.9177, 0.1587, 4.8689)
H (1.0763, -4.1729, 0.1964)
H (0.6055, -2.5573, -0.0760)
H (0.4471, -3.0686, 1.5435)
H (2.9318, -2.4004, -0.2320)
H (3.2947, -3.2936, 1.0334)
H (2.0162, 0.1513, 0.2945)
H (2.2646, 1.6667, 2.7319)
H (2.9597, -2.4021, 3.6291)
H (2.0767, -0.0539, 5.5289)
H (3.2781, 1.1854, 4.9328)
H (3.6777, -0.4604, 5.3455)
B (1.2977, 0.3370, -4.7997)
F (0.5977, 0.3855, -3.6031)
F (0.6109, -0.5758, -5.5575)
F (1.3167, 1.5127, -5.5688)
F (2.5370, -0.0485, -4.3745)
B (1.1921, -3.0855, -3.0638)
F (1.3538, -1.9318, -2.4059)
F (0.0022, -3.6458, -2.6730)
F (0.9957, -2.7483, -4.3583)
F (2.2675, -3.8489, -2.8911)
B (-5.3046, 1.8126, -0.4136)
F (-6.2266, 0.9631, -1.0320)
F (-4.3361, 2.0162, -1.3650)
F (-5.7278, 3.0621, 0.1577)
F (-4.7062, 1.1042, 0.5759)
B (-2.6726, 2.1899, 2.4381)
F (-3.2100, 2.9376, 1.3787)
F (-1.5259, 2.8739, 2.7921)
F (-3.3787, 1.9955, 3.5929)
F (-2.5174, 0.8983, 1.9678)
B (-1.0294, 3.6239, -1.4308)
F (-1.9802, 3.3400, -2.3765)
F (-1.4459, 2.9787, -0.2671)
F (0.2903, 3.2430, -1.7686)
F (-1.2687, 4.9411, -1.2798)
B (-1.5854, -0.1819, -0.6822)
F (-2.5674, -0.8298, 0.0574)
F (-2.1220, 0.7001, -1.5838)
F (-0.7752, 0.4282, 0.2761)
F (-0.7118, -0.9129, -1.4669)

For the lowest unoccupied orbital energy (alpha / beta), the calculation gives -2.245 / -8.720 eV. Its spin multiplicity is 2. As for the HOMO energy (alpha / beta): -0.4293 / -0.4293 hartree. As for the expectation value of S²: 0.756.

=====

(4)
Below is a molecular structure, C4H6O2, with properties calculated with ωB97M-V/def2-TZVPD.

Geometry (Å):
O (-1.9006, 0.6141, 0.8096)
C (-0.9168, 0.3263, -0.1562)
C (0.4435, 1.0316, 0.1143)
C (1.0050, -0.3535, -0.0254)
O (2.2995, -0.6975, -0.1348)
C (-0.1700, -0.9900, -0.0930)
H (-2.5891, -0.0561, 0.7185)
H (-1.2842, 0.5532, -1.1688)
H (0.4829, 1.4329, 1.1308)
H (0.7738, 1.7883, -0.6045)
H (2.3322, -1.6210, -0.4195)
H (-0.4762, -2.0281, -0.1709)

For the lowest unoccupied orbital energy, the calculation gives 0.778 eV. Its spin multiplicity is 1. As for the HOMO energy: -0.3283 hartree. As for the relative energy (zero: lowest compared OMol25 entry of this formula, charge and spin): 189.5 kJ/mol.

=====

| no. | total energy (eV) |
| --- | --- |
| 1 | -140953.234 |
| 2 | -96994.677 |
| 3 | -175523.580 |
| 4 | -8338.497 |